{
  "formula": "C4H10N2O",
  "method": "ωB97M-V/def2-TZVPD",
  "max_force_ev_per_a": 2.8,
  "smiles": "[H]/N=C1\\N[C@@H]1C.CO",
  "de_lowest_kcal_mol": 81.7,
  "homo_energy_ev": -9.54,
  "elements": ["H", "C", "H", "H", "H", "N", "H", "H", "C", "C", "N", "H", "H", "O", "C", "H", "H"],
  "coordinates": [[-0.609, 0.269, 2.071], [-0.068, -1.797, -0.481], [1.719, -1.276, -1.639], [-2.230, 0.029, 1.350], [-1.896, 1.457, 2.352], [2.028, 1.024, 0.452], [0.679, 0.897, -2.360], [-0.409, -2.458, -1.277], [-1.469, 0.779, 1.609], [1.333, 0.418, -0.376], [0.428, 0.499, -1.467], [0.380, -2.398, 0.309], [-0.799, 1.059, -0.371], [-1.066, 1.551, 0.512], [0.950, -0.822, -1.019], [-0.927, -1.268, -0.083], [1.955, 2.038, 0.418]]
}

{
  "formula": "CH7N2O2P",
  "method": "ωB97M-V/def2-TZVPD",
  "max_force_ev_per_a": 3.3,
  "smiles": "NP(O)O.C=N",
  "de_lowest_kcal_mol": 42.1,
  "homo_energy_ev": -8.25,
  "elements": ["H", "H", "O", "H", "O", "H", "H", "P", "N", "C", "H", "N", "H"],
  "coordinates": [[2.693, 0.020, -1.555], [0.438, -1.740, 0.780], [1.118, 1.395, 0.728], [-1.714, -0.402, 1.006], [2.563, 0.040, -0.631], [-2.168, 0.608, -1.734], [-3.259, -0.553, -0.899], [0.995, 0.082, -0.279], [-1.505, 0.106, 0.144], [-2.368, 0.099, -0.766], [0.734, 2.308, 0.501], [0.831, -0.884, 1.122], [1.643, -1.080, 1.582]]
}

{
  "formula": "C24H24F3N3",
  "method": "ωB97M-V/def2-TZVPD",
  "spin_multiplicity": 2,
  "max_force_ev_per_a": 5.3,
  "total_charge": 1,
  "de_lowest_kcal_mol": 0.0,
  "homo_energy_ev": [-11.48, -11.48],
  "elements": ["C", "C", "C", "H", "H", "C", "H", "H", "H", "C", "H", "C", "H", "H", "C", "C", "C", "F", "H", "F", "N", "H", "C", "C", "C", "C", "C", "C", "C", "H", "H", "C", "N", "H", "H", "C", "H", "C", "H", "F", "H", "H", "C", "H", "N", "H", "H", "H", "C", "H", "C", "C", "H", "C"],
  "coordinates": [[-8.968, 9.007, -23.445], [-7.810, 4.095, -19.986], [-8.327, 5.325, -19.540], [-12.298, 5.287, -17.493], [-9.700, 8.895, -25.460], [-8.156, 7.377, -13.899], [-5.180, 1.740, -21.669], [-8.877, 7.584, -14.691], [-7.655, 2.688, -25.050], [-8.529, 7.149, -24.908], [-9.428, 9.927, -23.116], [-7.414, 3.065, -19.095], [-8.673, 6.400, -17.708], [-7.247, 2.438, -17.092], [-7.246, 8.486, -13.820], [-7.784, 6.532, -23.916], [-10.991, 4.819, -15.962], [-2.966, 2.157, -22.828], [-7.158, 2.121, -19.551], [-7.756, 3.843, -21.306], [-6.514, 9.408, -13.822], [-7.530, 2.091, -22.717], [-4.319, 2.769, -24.756], [-5.345, 2.010, -22.702], [-4.241, 2.379, -23.440], [-3.498, -1.785, -18.464], [-7.445, 7.167, -22.733], [-8.011, 4.444, -17.264], [-7.567, 3.234, -17.748], [-8.837, 6.655, -25.817], [-8.632, 7.301, -12.922], [-6.686, 2.569, -24.588], [-10.286, 5.153, -15.067], [-2.997, -1.833, -19.431], [-12.538, 3.843, -16.639], [-8.115, 8.389, -22.447], [-3.819, -2.766, -18.114], [-4.512, -0.695, -18.552], [-5.589, 3.342, -26.343], [-8.085, 8.878, -21.198], [-11.130, 4.021, -17.925], [-6.921, 6.726, -21.899], [-8.320, 5.482, -18.155], [-8.539, 6.198, -20.139], [-5.209, 0.221, -18.676], [-7.569, 6.474, -14.069], [-7.257, 5.591, -23.969], [-8.051, 4.513, -16.187], [-11.750, 4.420, -17.123], [-2.671, -1.456, -17.835], [-6.623, 2.133, -23.301], [-9.148, 8.394, -24.679], [-3.405, 3.033, -25.268], [-5.507, 2.913, -25.355]]
}

{
  "formula": "C31H73FN11O9",
  "method": "ωB97M-V/def2-TZVPD",
  "max_force_ev_per_a": 2.5,
  "total_charge": -1,
  "homo_energy_ev": -1.65,
  "elements": ["H", "H", "H", "H", "H", "H", "H", "H", "H", "H", "H", "H", "H", "C", "C", "H", "H", "H", "N", "H", "H", "C", "H", "O", "H", "N", "H", "C", "C", "H", "H", "N", "N", "H", "O", "H", "H", "C", "C", "H", "H", "C", "H", "C", "C", "H", "C", "O", "H", "O", "C", "H", "H", "C", "O", "H", "N", "C", "N", "N", "H", "H", "O", "O", "H", "H", "H", "H", "H", "C", "C", "H", "H", "H", "N", "H", "H", "H", "H", "C", "H", "C", "H", "C", "N", "C", "C", "H", "O", "H", "H", "C", "H", "C", "N", "H", "H", "H", "H", "F", "C", "H", "H", "H", "H", "H", "C", "H", "C", "H", "C", "H", "H", "H", "C", "C", "H", "C", "H", "N", "C", "H", "H", "H", "O"],
  "coordinates": [[-1.039, -9.528, 9.746], [8.013, 8.485, 5.395], [3.090, -2.630, -9.641], [-2.363, 10.238, 1.739], [8.291, 6.941, 4.538], [7.890, 9.232, 2.142], [3.410, 7.094, 1.835], [-2.897, -5.774, 2.483], [-1.075, -4.017, 7.365], [-0.196, -4.626, 0.367], [-2.201, 0.411, -0.238], [-2.764, -6.710, 6.759], [-1.226, -3.300, -0.249], [5.661, 7.696, 4.188], [1.558, 6.393, 0.184], [-7.130, -1.815, -6.984], [0.383, -8.928, 8.855], [-3.266, 8.706, 1.683], [-2.733, -4.681, 6.304], [-2.598, -3.137, 7.687], [4.628, 6.140, 0.950], [-1.981, -3.604, 6.914], [-5.905, -2.882, -6.249], [-3.656, -5.574, 4.378], [-0.186, 7.997, -0.283], [-2.257, -4.829, 0.714], [8.983, 8.454, 3.900], [-1.152, -2.657, -3.276], [-2.220, 9.233, -1.303], [3.348, -2.327, -3.563], [2.806, 6.943, -2.163], [-0.379, -1.556, -2.615], [6.905, 8.214, 3.658], [-3.717, 10.046, 0.588], [-4.881, -1.115, -9.970], [-2.192, 2.432, 1.316], [5.236, 6.987, 3.471], [-5.605, -1.341, -9.008], [-1.150, -4.383, -0.107], [4.959, 8.524, 4.323], [-4.280, -5.835, 7.079], [-0.101, -8.972, 9.834], [-1.771, -3.183, -2.400], [-1.745, 2.832, 0.401], [4.530, -4.593, -7.605], [-1.312, 3.814, 0.613], [1.534, -1.798, -4.458], [-0.541, 8.132, 1.712], [0.135, 0.018, -4.170], [4.819, -4.806, -6.434], [-6.093, -1.879, -6.644], [-2.516, 2.938, -0.368], [-2.634, -3.820, 4.418], [2.475, -3.401, -7.064], [1.486, 1.545, -0.606], [3.925, -4.145, -10.071], [-0.737, 1.907, -0.070], [-3.189, -5.775, 7.136], [-1.949, 9.021, 0.104], [-0.390, -7.644, 10.332], [-3.178, 8.768, -1.552], [-1.386, -6.393, 1.768], [-0.287, -5.358, 9.980], [0.678, 6.060, -0.599], [-0.565, -0.144, 0.225], [2.998, -2.700, -6.406], [-1.212, -4.871, -1.084], [4.411, 6.417, -1.576], [2.182, -4.170, -9.698], [-3.748, -1.665, -7.465], [-0.830, 8.345, 0.541], [3.079, 5.236, -1.744], [-2.893, -1.195, -3.889], [2.095, -4.232, -6.463], [2.369, -2.704, -3.549], [-0.520, -3.520, -3.754], [-6.703, -1.334, -9.100], [0.562, -9.478, 10.541], [-2.882, -5.624, 8.175], [-2.885, 9.537, 1.081], [0.774, 3.324, 0.065], [-1.129, 0.553, -0.402], [-4.310, -4.986, 0.975], [0.584, 2.275, -0.214], [-5.170, -1.623, -7.730], [8.124, 8.014, 4.414], [-1.974, -5.493, 1.969], [-1.225, -8.486, 12.066], [5.900, 9.084, 1.763], [5.828, 7.195, 5.146], [5.174, -4.942, -8.429], [3.332, 6.267, -1.482], [-1.401, -4.814, 2.607], [-2.344, -2.133, -4.325], [3.411, -3.917, -8.042], [-0.887, 0.359, -1.451], [-0.388, -6.921, 12.282], [2.421, -3.622, -4.059], [-1.702, -2.850, 6.173], [-1.685, -1.717, -5.585], [6.892, 8.881, 2.452], [1.358, -0.277, -2.775], [-2.271, 10.308, -1.495], [-3.289, -2.428, -8.101], [2.284, -1.115, -5.068], [-5.927, -1.137, -5.857], [0.605, -0.853, -3.502], [-3.070, -3.062, -4.462], [-3.027, -4.697, 4.957], [-1.435, 8.793, -1.925], [3.876, 6.929, 0.860], [-1.981, -6.971, 11.491], [4.354, 7.856, 0.529], [0.414, -6.726, 8.653], [-1.035, -7.505, 11.622], [-0.072, -6.508, 9.618], [1.643, -2.892, -7.558], [-3.546, -4.608, 0.277], [-3.558, -1.899, -6.414], [2.894, 6.530, -0.127], [3.141, -3.705, -9.448], [-3.311, -0.693, -7.710], [1.335, 6.616, 1.240], [0.920, -2.433, -5.232], [-3.855, -4.054, -0.771]]
}

{
  "formula": "C4H4LiNiO5",
  "method": "ωB97M-V/def2-TZVPD",
  "spin_multiplicity": 4,
  "max_force_ev_per_a": 3.1,
  "total_charge": 2,
  "homo_energy_ev": [-16.49, -16.89],
  "elements": ["H", "O", "Li", "O", "C", "O", "C", "O", "H", "H", "O", "C", "H", "C", "Ni"],
  "coordinates": [[-1.024, 2.375, 0.047], [-2.004, 0.599, -0.025], [2.673, -2.585, 1.331], [-3.254, -1.150, 0.012], [-2.197, -0.588, -0.444], [3.403, 1.321, 1.901], [3.648, 0.118, 1.907], [-1.614, -1.115, -1.445], [-0.699, -0.656, -1.759], [-3.825, -1.498, -0.692], [2.999, -0.749, 1.269], [0.355, 0.940, -0.715], [0.633, 0.727, -1.752], [-0.845, 1.387, -0.383], [1.751, 0.876, 0.748]]
}

{
  "formula": "C3H6N4O",
  "method": "ωB97M-V/def2-TZVPD",
  "max_force_ev_per_a": 4.1,
  "de_lowest_kcal_mol": 146.2,
  "homo_energy_ev": [-7.26, -7.26],
  "elements": ["N", "O", "N", "C", "H", "H", "H", "C", "H", "N", "N", "H", "H", "C"],
  "coordinates": [[0.127, 0.752, -0.511], [-0.762, 2.103, -1.023], [-0.319, -0.466, 1.380], [-0.340, 0.648, 0.770], [-0.982, 1.487, 1.097], [2.125, 0.763, -2.964], [0.680, 1.683, -2.418], [0.042, -1.380, 2.065], [-0.054, -3.240, 2.772], [1.512, 1.081, -2.263], [-0.498, -2.576, 2.179], [-1.445, 1.649, -1.580], [-1.259, -2.881, 1.665], [1.173, 0.378, -1.168]]
}